(1)
The following is a quantum chemistry calculation of a 2-piece molecular cluster, C6H10N overall in a non-equilibrium geometry, from the Open Molecules 2025 dataset.

Results
total charge = +1
energy relative to the best compared isomer or geometry (same formula, charge and spin) = 5.871 eV
gap between HOMO and LUMO (alpha / beta) = 9.37 / 7.75 eV
calculated total energy = -288.86722 a.u.

Last column: natural (NBO) charge in e.
CARTESIAN COORDINATES (ANGSTROEM)
1 C 0.25101 1.45593 -0.88002  -0.310
2 C 0.74520 1.83068 0.30793  -0.148
3 C 0.03186 0.09228 -0.78589  0.118
4 C -0.62390 -1.08174 -2.37088  -0.147
5 C 0.99229 0.65881 1.22192  -0.279
6 C -0.88304 -1.17803 1.01793  -0.391
7 N 0.35151 -0.49337 0.49725  -0.444
8 H -0.07917 2.05026 -1.78832  0.286
9 H 0.95229 2.84641 0.49873  0.249
10 H -0.85022 -1.94424 -1.88010  0.148
11 H -1.13077 -0.48128 -3.10441  0.199
12 H 2.07788 0.66401 1.37554  0.270
13 H 0.58782 0.68146 2.36170  0.260
14 H -1.56682 -0.41461 0.77300  0.232
15 H -1.12805 -2.15201 0.57831  0.251
16 H -0.77051 -1.30142 2.08077  0.234
17 H 1.04263 -1.23314 0.09651  0.473

Atoms 1-6, force components in eV/Å:
C -1.15 -0.69 -1.39
C -0.21 0.52 0.76
C -2.69 -2.28 -6.26
C 2.42 4.84 3.65
C -0.56 1.18 3.31
C 0.71 0.25 0.87

***

(2)
The following is a quantum chemistry calculation of an isolated ion of composition C6H10N and charge +1 in a non-equilibrium geometry, from the Open Molecules 2025 dataset.

Results
total charge = +1
energy relative to the best compared isomer or geometry (same formula, charge and spin) = 3.791 eV
gap between HOMO and LUMO (alpha / beta) = 8.02 / 7.42 eV
calculated total energy = -288.94366 a.u.

Last column: natural (NBO) charge in e.
CARTESIAN COORDINATES (ANGSTROEM)
1 C 0.71294 -1.48590 0.08417  -0.012
2 C -0.69147 -1.49941 -0.10185  0.299
3 C 0.05372 0.67951 -0.06375  -0.225
4 C -1.25884 -0.22078 0.28285  -0.344
5 C -2.60102 0.34943 -0.26291  -0.624
6 C 2.52262 0.16956 0.12254  -0.436
7 N 1.11039 -0.18026 0.01847  -0.200
8 H 1.38998 -2.29228 0.22688  0.258
9 H -0.38194 1.13457 -1.06033  0.268
10 H 0.32383 1.55292 0.49372  0.244
11 H -1.25893 -0.49526 1.34255  0.290
12 H -2.70803 0.07923 -1.29748  0.237
13 H -2.45798 1.47311 -0.19812  0.232
14 H -3.54262 -0.09079 0.18609  0.267
15 H 3.08296 -0.44995 0.75982  0.245
16 H 3.06190 0.06329 -0.85007  0.253
17 H 2.64249 1.21299 0.31741  0.247

Atoms 1-6, force components in eV/Å:
C -1.54 2.05 -0.36
C 0.87 -0.16 -0.53
C -3.54 2.47 -1.17
C 0.14 -0.41 -0.45
C 0.51 0.19 0.63
C 0.31 0.75 -2.57

***

(3)
The following is a quantum chemistry calculation of C6H10N as an isolated structure in a non-equilibrium geometry, from the Open Molecules 2025 dataset.

Results
total charge = +1
energy relative to the best compared isomer or geometry (same formula, charge and spin) = 3.135 eV
gap between HOMO and LUMO = 10.10 eV
calculated total energy = -288.96776 a.u.

Last column: natural (NBO) charge in e.
CARTESIAN COORDINATES (ANGSTROEM)
1 C -0.55400 0.64729 0.98591  -0.235
2 C -0.59277 -0.83470 0.90415  -0.117
3 C -0.27007 1.14725 -1.11008  -0.394
4 C -1.33563 1.70764 -0.02648  -0.360
5 C 0.67779 0.50443 0.02426  -0.242
6 C 0.63536 -1.05959 0.38473  0.039
7 N 1.25737 -2.21868 -0.24912  -0.684
8 H -0.39624 0.98422 2.04462  0.245
9 H -1.28382 -1.51827 1.43013  0.230
10 H -0.58572 0.38103 -1.83446  0.210
11 H 0.25698 2.03996 -1.52601  0.235
12 H -2.34078 1.53705 -0.01884  0.224
13 H -0.96968 2.68925 0.17584  0.225
14 H 1.55369 1.13559 0.13419  0.232
15 H 0.71104 -2.98483 0.00624  0.447
16 H 2.22907 -2.36951 -0.08781  0.455
17 H 1.00743 -1.78813 -1.23730  0.489

Atoms 1-6, force components in eV/Å:
C 0.81 1.77 0.42
C -0.40 -2.18 1.81
C 0.16 0.37 0.45
C 5.04 -3.69 0.34
C -0.25 0.40 -0.10
C -1.72 4.36 -0.09

***

(4)
The following is a quantum chemistry calculation of an isolated ion of composition C6H10N and charge +1 in a non-equilibrium geometry, from the Open Molecules 2025 dataset.

Results
total charge = +1
energy relative to the best compared isomer or geometry (same formula, charge and spin) = 1.919 eV
gap between HOMO and LUMO (alpha / beta) = 6.35 / 6.87 eV
calculated total energy = -289.01243 a.u.

Last column: natural (NBO) charge in e.
CARTESIAN COORDINATES (ANGSTROEM)
1 C -0.03978 0.27771 -0.93805  0.057
2 C 0.45836 1.10942 -1.92868  -0.199
3 C -1.63972 -0.98547 0.34311  -0.515
4 C -0.22108 -0.99930 1.07226  -0.203
5 C -1.34874 -0.27997 -0.92717  0.162
6 C 1.65691 0.73962 0.96780  -0.411
7 N 0.60739 -0.05200 0.35340  -0.313
8 H 1.40414 1.58068 -1.68005  0.227
9 H -0.13505 1.25753 -2.81590  0.238
10 H -2.04615 -1.99901 0.32569  0.292
11 H -2.39332 -0.42651 0.85765  0.288
12 H -0.17383 -0.79500 2.09522  0.227
13 H 0.29672 -2.03964 0.88028  0.220
14 H -2.05053 -0.09226 -1.72846  0.247
15 H 1.53360 1.76399 0.55725  0.217
16 H 1.45653 0.61069 2.01849  0.234
17 H 2.63454 0.32951 0.54716  0.232

Atoms 1-6, force components in eV/Å:
C -0.06 -1.24 3.25
C 0.15 -0.30 0.96
C 2.15 -0.34 0.31
C 0.66 -2.21 -2.73
C 1.42 0.02 0.41
C 0.36 -0.65 -2.40

***

(5)
The following is a quantum chemistry calculation of an isolated ion of composition C6H10N and charge +1 in a non-equilibrium geometry, from the Open Molecules 2025 dataset.

Results
total charge = +1
energy relative to the best compared isomer or geometry (same formula, charge and spin) = 2.497 eV
gap between HOMO and LUMO = 10.63 eV
calculated total energy = -288.99120 a.u.
SMILES string = CC1=C[N+]1=C(C)C

Last column: natural (NBO) charge in e.
CARTESIAN COORDINATES (ANGSTROEM)
1 C 1.33522 0.63275 2.32800  -0.726
2 C 1.52407 0.31080 0.94968  0.326
3 C 1.90538 0.09876 -0.27645  0.012
4 N 0.49798 0.06405 -0.21536  -0.269
5 C -0.64110 -0.19865 -0.70715  0.363
6 C -0.54972 -0.54209 -2.17276  -0.665
7 C -1.88828 -0.15065 -0.01779  -0.712
8 H 0.87551 -0.15787 2.95943  0.287
9 H 0.59448 1.46806 2.34096  0.278
10 H 2.15220 1.09719 2.87495  0.293
11 H 2.63737 -0.05270 -0.97803  0.259
12 H -1.02304 -1.46718 -2.40949  0.259
13 H 0.55066 -0.47371 -2.43366  0.219
14 H -1.10477 0.02980 -2.91336  0.269
15 H -1.91630 -0.70659 0.94312  0.262
16 H -2.66418 -0.79539 -0.52331  0.265
17 H -2.28547 0.84342 0.25121  0.279

Atoms 1-6, force components in eV/Å:
C -1.37 1.24 1.71
C -1.31 -0.56 -2.08
C -1.64 0.21 1.75
N 1.37 0.32 2.58
C 1.58 0.18 -2.60
C 1.34 0.59 -0.46

***

(6)
The following is a quantum chemistry calculation of an isolated ion of composition C6H10N and charge +1 in a non-equilibrium geometry, from the Open Molecules 2025 dataset.

Results
total charge = +1
energy relative to the best compared isomer or geometry (same formula, charge and spin) = 4.412 eV
gap between HOMO and LUMO (alpha / beta) = 7.72 / 7.72 eV
calculated total energy = -288.92084 a.u.

Last column: natural (NBO) charge in e.
CARTESIAN COORDINATES (ANGSTROEM)
1 C 0.90837 -1.17523 0.05220  0.051
2 C -0.11199 -0.35273 -0.22829  -0.088
3 C -1.37314 0.07336 0.46878  -0.158
4 C -0.43304 0.96423 -0.38408  0.142
5 C -2.83113 -0.13067 -0.00419  -0.674
6 C 2.19619 -0.54245 0.34181  -0.311
7 N 2.17208 0.85803 -0.08217  -0.810
8 H -1.32255 -0.02512 1.46519  0.238
9 H -0.58957 1.74044 -0.99054  0.239
10 H -3.00060 -0.42981 -1.04719  0.241
11 H -3.41870 0.91888 0.12508  0.251
12 H -3.52498 -0.81098 0.64446  0.264
13 H 2.59233 -0.56130 1.32245  0.275
14 H 0.81000 -2.19135 0.10461  0.241
15 H 3.00236 -1.10470 -0.19608  0.272
16 H 1.89190 1.02754 -1.05294  0.393
17 H 2.81670 1.56715 0.40262  0.432

Atoms 1-6, force components in eV/Å:
C 0.28 1.93 0.12
C 0.44 1.44 -0.81
C -2.67 0.67 -4.49
C -0.31 -5.82 4.27
C -2.60 1.69 1.09
C 1.33 1.94 -2.49

***

(7)
The following is a quantum chemistry calculation of an isolated ion of composition C6H10N and charge +1 in a non-equilibrium geometry, from the Open Molecules 2025 dataset.

Results
total charge = +1
energy relative to the best compared isomer or geometry (same formula, charge and spin) = 2.647 eV
gap between HOMO and LUMO = 9.51 eV
calculated total energy = -288.98569 a.u.
SMILES string = C=[N+]=CC1(C)CC1

Last column: natural (NBO) charge in e.
CARTESIAN COORDINATES (ANGSTROEM)
1 C -1.95467 -0.27537 2.03645  0.035
2 N -1.64901 0.40892 1.02652  -0.278
3 C -1.11557 0.73940 -0.06772  0.268
4 C 0.50341 0.01855 -0.39229  0.020
5 C 0.64362 -1.17816 0.48730  -0.659
6 C 1.50619 1.07626 -0.88653  -0.422
7 C 0.80661 0.22364 -1.84975  -0.420
8 H -2.11662 0.35348 2.92022  0.250
9 H -2.26803 -1.39201 1.93791  0.264
10 H -1.54015 1.30711 -0.81887  0.235
11 H 0.00739 -2.00962 0.20580  0.231
12 H 0.49344 -0.96384 1.54794  0.223
13 H 1.63635 -1.66039 0.26317  0.271
14 H 2.60088 1.13249 -0.70835  0.267
15 H 1.22328 2.11303 -0.78126  0.234
16 H -0.01282 0.61890 -2.46552  0.225
17 H 1.23572 -0.51238 -2.45504  0.254

Atoms 1-6, force components in eV/Å:
C -1.24 -0.46 -0.29
N 0.38 -0.29 -1.79
C 4.11 -3.13 2.21
C -2.54 2.03 0.60
C 1.52 -0.85 -0.84
C 0.69 0.86 0.98

***

(8)
The following is a quantum chemistry calculation of an isolated ion of composition C6H10N and charge +1 in a non-equilibrium geometry, from the Open Molecules 2025 dataset.

Results
total charge = +1
spin multiplicity = 3
energy relative to the best compared isomer or geometry (same formula, charge and spin) = 3.835 eV
gap between HOMO and LUMO (alpha / beta) = 7.82 / 6.90 eV
calculated total energy = -288.86797 a.u.

Last column: natural (NBO) charge in e.
CARTESIAN COORDINATES (ANGSTROEM)
1 C 0.03724 -0.80640 -2.34758  -0.418
2 C -0.54955 0.23741 -2.06679  0.179
3 C -0.81526 1.12021 -0.98080  -0.566
4 C -0.28474 0.47737 0.31210  0.392
5 C -0.57216 1.23811 1.50135  -0.686
6 C 1.11971 -1.51779 0.97739  -0.455
7 N 0.41872 -0.55684 0.18542  -0.079
8 H 0.44827 -1.31528 -3.13332  0.250
9 H -0.28490 2.07838 -1.27351  0.303
10 H -1.98261 1.25732 -0.88571  0.288
11 H -1.28578 1.96099 1.25688  0.261
12 H 0.29505 1.72764 1.96633  0.288
13 H -0.91458 0.48949 2.30002  0.266
14 H 1.01087 -1.21823 2.07680  0.273
15 H 0.84626 -2.49560 0.92927  0.256
16 H 2.15778 -1.39505 0.52080  0.261
17 H 0.35569 -1.28173 -1.33866  0.187

Atoms 1-6, force components in eV/Å:
C 2.60 -4.31 2.93
C -2.45 4.17 -1.51
C -1.64 0.14 0.51
C 0.36 1.26 -2.45
C 0.62 -1.94 3.51
C 2.74 3.68 0.44

***

(9)
The following is a quantum chemistry calculation of an isolated ion of composition C6H10N and charge +1 in a non-equilibrium geometry, from the Open Molecules 2025 dataset.

Results
total charge = +1
spin multiplicity = 3
energy relative to the best compared isomer or geometry (same formula, charge and spin) = 6.008 eV
gap between HOMO and LUMO (alpha / beta) = 10.34 / 7.93 eV
calculated total energy = -288.78812 a.u.

Last column: natural (NBO) charge in e.
CARTESIAN COORDINATES (ANGSTROEM)
1 C 0.69826 -0.20832 -1.28127  -0.180
2 C 1.48527 -0.44252 -2.25291  0.442
3 C -0.16718 0.84194 -0.70256  -0.043
4 C 0.60431 2.12450 0.03681  -0.585
5 C 0.46633 -0.79459 1.26597  -0.416
6 C -1.29536 -1.34076 -0.26162  -0.439
7 N -0.18734 -0.48726 -0.11189  -0.212
8 H -1.00596 1.05300 -1.26767  0.238
9 H 0.03470 2.27357 0.90109  0.227
10 H 0.45332 2.86147 -0.73467  0.248
11 H 1.77816 1.87402 0.23170  0.245
12 H 0.02394 -0.30840 2.13555  0.249
13 H 0.49371 -1.85418 1.50122  0.247
14 H 1.48040 -0.57509 1.33429  0.240
15 H -2.03703 -1.35044 0.46270  0.249
16 H -1.91260 -1.26045 -1.14195  0.251
17 H -0.91293 -2.40649 -0.11479  0.239

Atoms 1-6, force components in eV/Å:
C -0.82 1.87 -0.39
C 0.05 -1.13 0.54
C 4.04 2.16 1.28
C 1.42 -3.88 -2.00
C -0.77 -0.18 0.14
C -0.63 -4.22 -1.17

***

(10)
The following is a quantum chemistry calculation of C6H10N2 as an isolated structure in a non-equilibrium geometry, from the Open Molecules 2025 dataset.

Results
total charge = 0
energy relative to the best compared isomer or geometry (same formula, charge and spin) = 7.315 eV
gap between HOMO and LUMO = 9.45 eV
calculated total energy = -343.86788 a.u.

Last column: natural (NBO) charge in e.
CARTESIAN COORDINATES (ANGSTROEM)
1 C 1.55556 -1.06020 0.07054  -0.203
2 C 0.70126 1.11046 -0.10368  -0.034
3 C -0.84642 1.07368 0.02322  -0.234
4 C -1.85729 0.06763 -0.46352  -0.269
5 C 0.05241 -0.81017 0.17458  -0.078
6 C 0.02753 0.42932 0.99244  -0.305
7 H 1.98269 -0.90557 1.12641  0.157
8 H 2.05975 -2.08770 -0.32881  0.217
9 H 2.68075 0.53053 -0.46177  0.364
10 H 1.14789 2.16805 -0.06535  0.208
11 H -1.26268 2.10085 0.39918  0.220
12 H -2.95439 0.20405 -0.03667  0.217
13 H -2.04534 0.03649 -1.59815  0.200
14 H -1.74504 -1.93622 -0.43296  0.358
15 H -0.09767 -0.41609 -0.88643  0.202
16 H 0.26371 0.60260 1.94290  0.226
17 N 1.68797 0.14424 -0.62444  -0.644
18 N -1.35069 -1.25198 0.27252  -0.603

Atoms 1-6, force components in eV/Å:
C 0.81 -3.75 2.78
C 1.78 3.13 0.22
C -1.89 4.39 1.13
C -3.34 -0.95 1.13
C -1.22 -2.68 -1.50
C -0.37 0.30 -3.55